This record from the Open Molecules 2025 dataset describes a 6-piece molecular cluster, CH14NO6 overall in a non-equilibrium geometry. The level of theory is ωB97M-V/def2-TZVPD.

```
22
CH14NO6 ωB97M-V/def2-TZVPD
N 1.04242 -1.17633 -1.69685
C 1.06217 0.16850 -1.13364
O 1.18548 0.20022 0.38121
H 0.10771 -1.56274 -1.58093
H 1.83962 -1.70658 -1.28231
H 0.07053 0.66378 -1.45910
H 1.88788 0.83206 -1.57313
H -1.84780 -1.11204 -0.19836
H -2.53049 -1.22396 -1.54053
O -2.74905 -1.19439 -0.60198
H 4.09809 -0.32533 1.06494
H 2.66109 0.36401 0.75213
O 3.58350 0.53078 1.09931
H -1.13387 -0.96156 1.47391
H 0.23258 -0.86481 0.85339
O -0.54669 -1.58400 1.00365
H -3.22042 0.49098 -0.23390
H -2.25503 1.40525 0.74106
O -2.99264 1.40620 0.08852
H 0.16371 1.15347 0.98769
H -0.11887 2.68672 1.49846
O -0.53992 1.80975 1.35648
```

The calculation puts the HOMO energy at -5.562 eV. The calculation puts the gap between HOMO and LUMO at 9.19 eV. The energy above the lowest of the compared OMol25 structures with the same formula, charge and spin is 89.04 kJ/mol. As for the net charge: -1.

Results of the Löwdin charge analysis, in e, for atoms 1 through 6: atom 1 (N): -0.019, atom 2 (C): -0.331, atom 3 (O): -0.376, atom 4 (H): 0.038, atom 5 (H): 0.083, atom 6 (H): 0.117